C19H27ClIrN2 as an isolated structure. Source: OMol25; level of theory: ωB97M-V/def2-TZVPD.

Computed properties:
**Orbital gap (alpha / beta)**: 3.92 / 4.41 eV
**Total charge**: +2
**Spin multiplicity**: 6
**<S²>**: 8.80
**Max |F|**: 3.26 eV/Å

Last column: natural (NBO) charge in e.
Positions of all 50 atoms, in Å:
1 C 0.908 -0.607 -6.662  0.10
2 C -0.131 -1.624 -6.415  -0.66
3 C 0.497 0.797 -6.845  -0.66
4 C 2.297 -0.887 -6.252  -0.66
5 Cl 0.397 0.158 -3.042  -0.19
6 H 0.496 1.103 -7.897  0.24
7 H 1.165 1.469 -6.289  0.20
8 H -0.509 0.963 -6.436  0.20
9 H -0.390 -2.224 -7.295  0.24
10 H -1.051 -1.145 -6.055  0.19
11 H 0.200 -2.312 -5.625  0.20
12 H 2.959 -1.180 -7.076  0.24
13 H 2.313 -1.693 -5.506  0.20
14 H 2.733 -0.003 -5.769  0.20
15 C -1.753 0.313 0.280  -0.31
16 C -1.916 1.512 -0.508  -0.25
17 C -2.159 1.106 -1.857  -0.21
18 H -1.902 2.524 -0.127  0.28
19 C -2.170 -0.316 -1.908  -0.14
20 C -1.895 -0.812 -0.607  -0.29
21 H -1.822 -1.847 -0.314  0.25
22 H -1.588 0.257 1.350  0.24
23 H -2.324 1.763 -2.706  0.29
24 H -2.336 -0.918 -2.792  0.28
25 C 1.619 -0.360 0.192  -0.32
26 C 0.977 0.788 0.791  -0.30
27 C 1.284 1.932 -0.048  -0.25
28 H 0.426 0.778 1.721  0.26
29 C 2.131 1.471 -1.105  -0.20
30 C 2.333 0.070 -0.955  -0.12
31 H 2.900 -0.582 -1.617  0.28
32 H 1.568 -1.354 0.621  0.27
33 H 0.945 2.943 0.152  0.28
34 H 2.550 2.075 -1.908  0.28
35 Ir -0.096 0.533 -0.925  0.87
36 C -2.145 -3.097 4.469  -0.70
37 C -0.879 -2.511 3.994  0.41
38 C 0.354 -2.342 4.632  -0.10
39 C 1.201 -1.713 3.682  0.14
40 N 0.524 -1.518 2.538  -0.07
41 N -0.711 -2.018 2.752  -0.38
42 C 2.619 -1.346 3.881  -0.67
43 H -2.055 -4.188 4.578  0.31
44 H -2.402 -2.683 5.454  0.30
45 H -2.971 -2.884 3.777  0.26
46 H 0.609 -2.625 5.633  0.27
47 H -1.402 -1.999 2.005  0.44
48 H 2.759 -0.989 4.908  0.26
49 H 3.283 -2.212 3.741  0.27
50 H 2.941 -0.557 3.193  0.26

C24H72AsF6N7O9 as an isolated structure. Source: OMol25; level of theory: ωB97M-V/def2-TZVPD.

Computed properties:
**Orbital gap**: 7.90 eV
**Total charge**: +4
**Max |F|**: 2.75 eV/Å

Last column: Mulliken charge in e.
Positions of all 119 atoms, in Å:
1 C -6.493 1.352 24.247  -1.41
2 C -6.404 1.105 25.742  0.83
3 C -6.117 -0.313 26.201  -1.11
4 O -6.418 -0.395 27.586  0.03
5 C -5.834 -1.478 28.312  -0.81
6 N -5.419 2.035 26.423  0.02
7 H -5.788 2.335 27.339  -0.06
8 H -4.511 1.628 26.663  0.44
9 H -5.185 2.847 25.842  0.34
10 H -5.597 1.108 23.676  0.39
11 H -6.591 2.435 24.094  0.39
12 H -7.405 0.986 23.783  0.31
13 H -7.388 1.332 26.154  -0.24
14 H -5.073 -0.598 26.024  0.56
15 H -6.689 -1.092 25.692  0.46
16 H -5.535 -2.287 27.651  0.46
17 H -6.582 -1.778 29.051  0.18
18 H -5.035 -1.076 28.944  0.23
19 C -5.839 6.092 29.435  -1.14
20 C -5.108 6.148 30.770  0.74
21 C -3.651 6.542 30.840  -0.74
22 O -3.370 6.919 32.173  -0.39
23 C -2.008 7.270 32.460  -0.71
24 N -5.897 6.908 31.844  -0.26
25 H -6.071 7.908 31.666  0.38
26 H -6.870 6.600 31.823  0.08
27 H -5.498 6.810 32.781  0.41
28 H -5.630 5.170 28.891  0.02
29 H -5.397 6.752 28.681  0.58
30 H -6.899 6.329 29.462  0.21
31 H -5.274 5.170 31.229  -0.04
32 H -3.383 7.322 30.120  0.49
33 H -2.932 5.736 30.654  0.38
34 H -2.011 7.833 33.388  0.27
35 H -1.681 7.955 31.674  0.33
36 H -1.413 6.359 32.519  0.29
37 C -12.026 5.859 28.620  -1.47
38 C -11.156 6.265 27.421  0.43
39 C -11.589 7.623 26.881  -1.06
40 O -10.619 8.002 25.967  -0.21
41 C -10.741 9.327 25.471  -0.86
42 N -9.710 6.335 27.860  0.43
43 H -9.414 5.586 28.497  -0.07
44 H -9.115 6.420 27.029  0.03
45 H -9.757 7.199 28.404  0.45
46 H -11.747 6.433 29.511  0.32
47 H -11.685 4.874 28.966  0.25
48 H -13.085 5.842 28.393  0.56
49 H -11.267 5.578 26.584  0.36
50 H -11.732 8.316 27.731  0.42
51 H -12.598 7.608 26.448  0.52
52 H -10.760 10.091 26.256  0.36
53 H -11.685 9.551 24.961  0.34
54 H -9.952 9.530 24.757  0.26
55 C -11.452 6.011 34.190  -1.45
56 C -11.171 4.711 33.450  0.29
57 C -12.295 4.188 32.621  -0.95
58 O -11.913 3.030 31.881  -0.18
59 C -12.833 2.633 30.869  -0.87
60 N -9.911 4.767 32.625  -0.08
61 H -9.895 3.955 31.981  0.12
62 H -9.819 5.623 32.082  0.36
63 H -9.080 4.587 33.191  0.44
64 H -10.524 6.485 34.514  0.39
65 H -12.118 5.935 35.045  0.41
66 H -11.932 6.695 33.482  0.39
67 H -11.033 3.942 34.218  0.27
68 H -12.658 4.925 31.892  0.49
69 H -13.128 3.866 33.251  0.40
70 H -13.675 3.326 30.795  0.50
71 H -13.267 1.682 31.182  0.31
72 H -12.345 2.525 29.902  0.17
73 C -6.064 -0.530 33.429  -1.55
74 C -6.562 -0.054 32.075  0.31
75 C -8.019 -0.380 31.856  -0.33
76 O -8.771 0.529 32.658  -0.44
77 C -10.169 0.443 32.392  -0.63
78 N -6.282 1.412 31.883  0.08
79 H -6.465 1.737 30.918  -0.01
80 H -7.028 1.897 32.396  0.41
81 H -5.365 1.603 32.282  0.44
82 H -6.466 0.052 34.266  0.37
83 H -4.980 -0.404 33.513  0.42
84 H -6.269 -1.559 33.719  0.43
85 H -5.925 -0.560 31.349  0.03
86 H -8.314 -1.382 32.181  0.64
87 H -8.350 -0.355 30.808  0.08
88 H -10.680 0.778 33.291  0.26
89 H -10.532 -0.567 32.182  0.40
90 H -10.324 1.081 31.517  0.12
91 C -13.606 -1.218 25.651  -1.61
92 C -12.428 -0.336 25.247  0.17
93 C -11.526 0.005 26.412  -0.36
94 O -10.340 -0.785 26.302  -0.39
95 C -9.532 -0.792 27.456  -0.87
96 N -11.618 -0.918 24.084  -0.31
97 H -10.600 -0.931 24.188  0.30
98 H -11.892 -1.905 23.935  0.40
99 H -11.826 -0.677 23.103  0.41
100 H -14.250 -1.547 24.834  0.44
101 H -14.215 -0.698 26.388  0.41
102 H -13.320 -2.159 26.133  0.43
103 H -12.864 0.509 24.714  0.25
104 H -12.060 -0.128 27.352  0.39
105 H -11.140 1.031 26.377  0.33
106 H -10.053 -0.911 28.413  0.44
107 H -8.910 0.102 27.582  0.12
108 H -8.811 -1.607 27.421  0.39
109 N -7.870 3.301 29.234  0.78
110 O -8.482 3.811 28.285  -0.59
111 O -7.239 2.214 29.082  -0.65
112 O -8.020 3.757 30.421  -0.56
113 As -6.555 6.037 25.441  2.02
114 F -7.163 6.906 26.844  -0.55
115 F -7.884 4.860 25.585  -0.48
116 F -5.842 5.147 24.097  -0.49
117 F -5.262 7.198 25.435  -0.47
118 F -5.599 4.946 26.476  -0.48
119 F -7.510 6.923 24.306  -0.47

A 9-piece molecular cluster, C46H95N4O20P5 overall. Source: OMol25; level of theory: ωB97M-V/def2-TZVPD.

Computed properties:
**Orbital gap (alpha / beta)**: 1.28 / 7.64 eV
**Total charge**: -1
**Spin multiplicity**: 2
**<S²>**: 0.75
**Max |F|**: 5.10 eV/Å

Last column: Löwdin spin population.
Positions of all 170 atoms, in Å:
1 C -6.760 -6.107 21.624  0.00
2 C -5.461 -6.195 20.781  0.00
3 O -5.628 -7.269 19.817  0.00
4 P -4.847 -8.654 19.996  0.00
5 O -3.398 -8.518 19.796  0.00
6 O -5.612 -9.695 18.985  0.00
7 C -5.322 -9.735 17.613  0.00
8 C -6.556 -10.197 16.867  0.00
9 O -5.194 -9.104 21.471  0.00
10 C -4.442 -10.178 22.222  0.00
11 C -4.354 -11.574 21.479  0.00
12 H -6.634 -5.204 22.221  0.00
13 H -7.644 -6.100 20.987  0.00
14 H -6.843 -6.871 22.398  0.00
15 H -5.205 -5.233 20.336  0.00
16 H -4.655 -6.448 21.469  0.00
17 H -5.161 -8.699 17.316  0.00
18 H -4.428 -10.246 17.255  0.00
19 H -7.322 -9.483 17.170  0.00
20 H -6.567 -10.242 15.778  0.00
21 H -6.713 -11.223 17.199  0.00
22 H -3.462 -9.742 22.416  0.00
23 H -4.951 -10.194 23.185  0.00
24 H -5.318 -11.800 21.024  0.00
25 H -3.736 -11.379 20.602  0.00
26 H -3.860 -12.351 22.063  0.00
27 C -10.175 -19.315 8.605  0.00
28 C -8.850 -18.952 9.332  0.00
29 O -8.486 -17.598 9.273  0.00
30 P -7.213 -17.089 8.417  0.00
31 O -5.944 -17.620 8.976  0.00
32 O -7.389 -17.458 6.824  0.00
33 C -6.401 -17.793 5.955  0.00
34 C -6.885 -18.833 5.117  0.00
35 O -7.389 -15.454 8.499  0.01
36 C -7.202 -14.911 9.842  0.00
37 C -7.940 -13.622 10.184  0.00
38 H -10.416 -20.365 8.439  0.00
39 H -11.010 -18.718 8.972  0.00
40 H -10.046 -18.966 7.581  0.00
41 H -9.110 -19.164 10.369  0.00
42 H -8.078 -19.687 9.105  0.00
43 H -5.989 -16.928 5.435  0.00
44 H -5.576 -18.298 6.457  0.00
45 H -7.410 -19.570 5.724  0.00
46 H -7.668 -18.400 4.494  0.00
47 H -6.126 -19.349 4.530  0.00
48 H -7.732 -15.632 10.464  0.00
49 H -6.134 -14.902 10.061  0.00
50 H -9.016 -13.743 10.056  0.00
51 H -7.862 -13.318 11.227  0.00
52 H -7.618 -12.790 9.559  0.00
53 C -1.881 -9.798 11.704  0.00
54 C -0.804 -8.896 11.060  0.00
55 O -0.953 -9.141 9.664  0.00
56 P -0.748 -7.857 8.650  0.00
57 O 0.648 -7.704 8.209  0.00
58 O -1.825 -8.141 7.464  0.01
59 C -1.477 -7.808 6.124  0.01
60 C -2.828 -7.790 5.379  0.06
61 O -1.413 -6.616 9.410  0.00
62 C -2.838 -6.607 9.559  0.01
63 C -3.409 -5.512 8.601  0.08
64 H -1.594 -10.755 11.267  0.00
65 H -1.778 -10.061 12.757  0.00
66 H -2.911 -9.559 11.441  0.00
67 H -0.917 -7.891 11.468  0.00
68 H 0.172 -9.245 11.396  0.00
69 H -1.017 -6.819 6.122  0.00
70 H -0.744 -8.525 5.755  0.00
71 H -3.427 -8.670 5.617  0.01
72 H -3.389 -6.858 5.437  0.02
73 H -2.565 -7.710 4.324  0.01
74 H -3.282 -7.532 9.190  0.01
75 H -2.978 -6.543 10.638  0.00
76 H -3.191 -5.758 7.562  0.01
77 H -4.476 -5.295 8.667  0.04
78 H -2.883 -4.571 8.759  0.01
79 C -14.635 -5.923 11.452  0.02
80 C -13.102 -5.861 11.263  0.02
81 O -12.669 -6.481 10.045  0.01
82 P -11.056 -6.838 9.930  0.01
83 O -10.438 -7.193 11.220  0.01
84 O -10.944 -7.989 8.773  0.01
85 C -9.772 -8.814 8.822  0.02
86 C -9.715 -9.874 7.664  0.05
87 O -10.220 -5.642 9.343  0.02
88 C -10.508 -5.105 8.053  0.04
89 C -9.769 -3.834 7.823  0.09
90 H -14.954 -5.171 12.174  0.00
91 H -15.016 -5.547 10.502  0.00
92 H -15.134 -6.810 11.841  0.00
93 H -12.584 -4.904 11.191  0.01
94 H -12.488 -6.374 12.002  0.00
95 H -8.938 -8.150 9.048  0.02
96 H -9.812 -9.267 9.813  0.00
97 H -10.412 -10.697 7.823  0.00
98 H -9.796 -9.477 6.652  0.01
99 H -8.793 -10.404 7.904  0.01
100 H -10.359 -5.804 7.230  0.02
101 H -11.551 -4.796 7.986  0.01
102 H -8.721 -4.132 7.796  0.03
103 H -9.826 -3.539 6.775  0.02
104 H -9.910 -2.985 8.492  0.01
105 C -12.263 -14.778 15.007  0.01
106 C -12.223 -14.944 13.527  0.01
107 O -11.167 -14.154 12.986  0.00
108 P -11.261 -12.545 12.843  0.00
109 O -10.250 -11.767 12.030  0.00
110 O -11.072 -12.005 14.424  0.00
111 C -9.788 -11.780 14.940  0.00
112 C -9.079 -13.111 15.214  0.01
113 O -12.808 -12.266 12.534  0.00
114 C -13.240 -11.335 11.566  0.01
115 C -13.200 -9.950 12.125  0.01
116 H -11.375 -14.785 15.638  0.00
117 H -12.462 -13.752 15.315  0.00
118 H -12.954 -15.521 15.405  0.00
119 H -11.857 -15.926 13.227  0.00
120 H -13.230 -14.791 13.140  0.00
121 H -9.337 -10.963 14.377  0.00
122 H -10.027 -11.323 15.900  0.00
123 H -8.925 -13.599 14.252  0.00
124 H -8.085 -12.946 15.631  0.00
125 H -9.618 -13.796 15.868  0.00
126 H -12.527 -11.356 10.741  0.00
127 H -14.227 -11.609 11.193  0.00
128 H -13.512 -9.965 13.169  0.00
129 H -12.219 -9.501 11.967  0.00
130 H -13.927 -9.385 11.540  0.00
131 N -3.313 -11.586 8.980  0.00
132 C -4.101 -11.858 10.111  0.01
133 C -3.759 -13.138 10.562  0.00
134 C -2.908 -13.732 9.665  0.00
135 C -2.546 -12.703 8.794  0.00
136 H -3.331 -10.752 8.411  0.01
137 H -4.867 -11.127 10.325  0.00
138 H -4.113 -13.622 11.460  0.00
139 H -2.569 -14.757 9.676  0.00
140 H -1.867 -12.549 7.967  0.00
141 N -7.735 -5.472 16.540  0.00
142 C -7.424 -4.973 15.245  0.02
143 C -7.122 -6.096 14.450  0.01
144 C -6.983 -7.184 15.344  0.00
145 C -7.218 -6.700 16.670  0.00
146 H -7.943 -4.806 17.271  0.00
147 H -7.568 -3.907 15.152  0.01
148 H -6.971 -6.163 13.382  0.01
149 H -6.644 -8.156 15.018  0.00
150 H -6.983 -7.224 17.584  0.00
151 N -3.245 -6.976 14.159  0.00
152 C -1.892 -6.620 14.247  0.01
153 C -1.319 -7.377 15.219  0.00
154 C -2.285 -8.061 15.861  0.00
155 C -3.482 -7.910 15.122  0.00
156 H -3.912 -6.480 13.585  0.01
157 H -1.586 -5.811 13.600  0.00
158 H -0.267 -7.374 15.464  0.00
159 H -2.066 -8.846 16.569  0.00
160 H -4.419 -8.420 15.290  0.00
161 N -8.044 -9.590 12.243  0.00
162 C -7.032 -10.437 12.664  0.00
163 C -5.869 -9.712 12.307  0.00
164 C -6.110 -8.511 11.739  0.01
165 C -7.476 -8.442 11.637  0.01
166 H -9.026 -9.713 12.448  0.00
167 H -7.291 -11.303 13.256  0.00
168 H -4.838 -9.964 12.507  0.00
169 H -5.311 -7.842 11.457  0.01
170 H -8.168 -7.719 11.232  0.00

A 2-piece molecular cluster, C22H24NO2 overall. Source: OMol25; level of theory: ωB97M-V/def2-TZVPD.

Computed properties:
**Orbital gap**: 6.38 eV
**Total charge**: +1
**Max |F|**: 1.51 eV/Å

Last column: natural (NBO) charge in e.
Positions of all 49 atoms, in Å:
1 C -0.334 3.939 -5.272  -0.27
2 O 0.317 4.434 -4.083  -0.45
3 C 0.516 3.587 -3.042  0.42
4 C 1.070 4.148 -1.861  -0.28
5 C 1.147 3.395 -0.718  -0.08
6 C 0.684 2.040 -0.674  -0.24
7 C 0.596 1.409 0.587  0.16
8 C 0.239 0.059 0.871  -0.20
9 C 0.753 -0.549 2.054  -0.10
10 C 0.409 -1.832 2.417  -0.26
11 C -0.427 -2.577 1.573  0.37
12 O -0.704 -3.897 1.934  -0.51
13 C 0.040 -4.915 1.320  0.28
14 C 0.931 -5.638 2.121  -0.25
15 C 1.764 -6.577 1.515  -0.19
16 C 1.652 -6.838 0.145  -0.22
17 C 0.718 -6.141 -0.628  -0.19
18 C -0.095 -5.163 -0.048  -0.27
19 C -0.976 -2.017 0.415  -0.21
20 C -0.684 -0.697 0.100  -0.15
21 C 0.323 1.445 -1.920  -0.02
22 C 0.183 2.208 -3.067  -0.34
23 H -0.343 4.795 -5.945  0.23
24 H 0.231 3.111 -5.722  0.19
25 H -1.362 3.618 -5.057  0.19
26 H 1.397 5.186 -1.885  0.25
27 H 1.558 3.832 0.194  0.23
28 H 1.006 1.973 1.426  0.23
29 H 1.438 0.023 2.683  0.23
30 H 0.792 -2.298 3.327  0.25
31 H 0.969 -5.425 3.189  0.23
32 H 2.493 -7.110 2.126  0.23
33 H 2.286 -7.595 -0.317  0.23
34 H 0.611 -6.352 -1.692  0.22
35 H -0.824 -4.597 -0.628  0.22
36 H -1.629 -2.622 -0.216  0.23
37 H -1.198 -0.232 -0.739  0.22
38 H 0.147 0.374 -1.981  0.22
39 H -0.185 1.758 -3.992  0.24
40 C -1.249 4.147 1.480  -0.42
41 N -1.428 2.713 1.637  -0.60
42 C -1.752 2.327 3.002  -0.42
43 H -1.183 4.401 0.417  0.21
44 H -2.060 4.728 1.952  0.20
45 H -0.299 4.416 1.963  0.19
46 H -2.092 2.331 0.963  0.37
47 H -2.032 1.268 3.031  0.21
48 H -0.851 2.470 3.615  0.19
49 H -2.566 2.939 3.431  0.19